Entry from the Open Molecules 2025 dataset: an isolated molecule of I2S (wB97M-V/def2-TZVPD).

Values from the calculation:
gap between HOMO and LUMO (spin up / spin down)	5.992 / 5.949	eV
HOMO level (spin up / spin down)	-0.3258 / -0.3249	hartree
relative energy (zero: lowest compared OMol25 entry of this formula, charge and spin)	32.14	kcal per mole
LUMO (spin up / spin down)	-0.1056 / -0.1062	hartree

XYZ file:
```
3
I2S | the Open Molecules 2025 dataset | wB97M-V/def2-TZVPD
I -3.29462 -0.33509 -0.00083
I -0.78294 1.13046 -0.00077
S 1.01315 -0.11651 0.00152
```

=====

Entry from the Open Molecules 2025 dataset: an isolated molecule of I2S2 (wB97M-V/def2-TZVPD).

Values from the calculation:
SMILES	ISSI
gap between HOMO and LUMO	7.852	eV
HOMO level	-0.3262	hartree
relative energy (zero: lowest compared OMol25 entry of this formula, charge and spin)	0.00	kcal per mole
LUMO	-0.0377	hartree

XYZ file:
```
4
I2S2 | the Open Molecules 2025 dataset | wB97M-V/def2-TZVPD
I -0.68947 1.61479 1.40894
I -0.67607 -0.45352 -2.09096
S 0.28636 -1.33842 -0.16293
S 1.07917 0.17715 0.84494
```

=====

Entry from the Open Molecules 2025 dataset: a structure of composition ILi2 (wB97M-V/def2-TZVPD).

Values from the calculation:
2S+1	2
gap between HOMO and LUMO (spin up / spin down)	2.468 / 8.432	eV
HOMO level (spin up / spin down)	-0.1369 / -0.3136	hartree
relative energy (zero: lowest compared OMol25 entry of this formula, charge and spin)	1.62	kcal per mole
LUMO (spin up / spin down)	-0.0461 / -0.0037	hartree

XYZ file:
```
3
ILi2 | the Open Molecules 2025 dataset | wB97M-V/def2-TZVPD
I 0.06995 0.04123 0.06551
Li 2.55014 -0.73560 -1.27901
Li -2.62009 0.69437 1.21350
```

=====

Entry from the Open Molecules 2025 dataset: a structure of composition IMn (wB97M-V/def2-TZVPD).

Values from the calculation:
charge	+1
2S+1	6
gap between HOMO and LUMO (spin up / spin down)	6.156 / 6.264	eV
HOMO level (spin up / spin down)	-0.5180 / -0.5189	hartree
relative energy (zero: lowest compared OMol25 entry of this formula, charge and spin)	13.01	kcal per mole
LUMO (spin up / spin down)	-0.2918 / -0.2887	hartree

XYZ file:
```
2
IMn | the Open Molecules 2025 dataset | wB97M-V/def2-TZVPD
I -0.55192 -1.26818 -0.32231
Mn 0.55192 1.26818 0.32231
```

=====

Entry from the Open Molecules 2025 dataset: a structure of composition INa2 (wB97M-V/def2-TZVPD).

Values from the calculation:
charge	+1
gap between HOMO and LUMO	8.648	eV
HOMO level	-0.4695	hartree
LUMO	-0.1517	hartree

XYZ file:
```
3
INa2 | the Open Molecules 2025 dataset | wB97M-V/def2-TZVPD
I 0.17555 -0.08777 0.41757
Na 1.89982 -1.52221 -0.73742
Na -2.07537 1.60998 0.31985
```

=====

Entry from the Open Molecules 2025 dataset: a structure of composition IO2V (wB97M-V/def2-TZVPD).

Values from the calculation:
gap between HOMO and LUMO	6.715	eV
HOMO level	-0.3429	hartree
relative energy (zero: lowest compared OMol25 entry of this formula, charge and spin)	20.31	kcal per mole
LUMO	-0.0961	hartree

XYZ file:
```
4
IO2V | the Open Molecules 2025 dataset | wB97M-V/def2-TZVPD
I -0.84189 2.08128 -0.36425
V 0.61580 -0.39033 -0.30531
O -0.75009 -1.09758 -0.63422
O 0.97617 -0.59338 1.30379
```

=====

Entry from the Open Molecules 2025 dataset: a structure of composition In2O24P6Y4 (wB97M-V/def2-TZVPD).

Values from the calculation:
gap between HOMO and LUMO	3.439	eV
HOMO level	-0.3020	hartree
relative energy (zero: lowest compared OMol25 entry of this formula, charge and spin)	0.00	kcal per mole
LUMO	-0.1756	hartree

XYZ file:
```
36
In2O24P6Y4 | the Open Molecules 2025 dataset | wB97M-V/def2-TZVPD
In -0.56368 -3.46954 -3.15576
In -4.55179 -1.06527 0.34587
Y -1.22863 -0.59515 3.20318
Y 1.00808 -2.89732 1.06027
Y 0.67408 2.22293 0.86787
Y -2.00848 1.31532 -1.91526
P -0.04158 3.70150 -1.59915
P -0.87510 -0.78402 -0.23700
P -2.72659 1.74313 1.67089
P 3.22767 -0.28257 0.16568
P 1.48470 -2.99527 3.95104
P 0.16452 -0.15671 -4.04850
O 2.12515 -2.28759 5.12751
O 3.36017 -0.54444 -1.34977
O -1.01811 -1.03676 -4.38442
O -0.81692 3.11134 -2.81069
O -1.20494 1.41589 1.98493
O 2.37179 0.97406 0.24895
O -0.50072 0.61867 -0.40269
O 1.46160 -4.51615 4.15868
O 0.09809 5.16996 -1.19109
O -0.84629 3.14748 -0.33167
O 0.49623 -2.13858 3.23753
O -0.06309 -2.05452 -0.75621
O 0.04346 0.93001 -5.14814
O -3.10179 3.13471 2.10058
O 1.48223 -0.67489 -3.53180
O 0.02986 0.72762 -2.83219
O 1.04949 2.68588 -1.29884
O -3.27810 0.46448 2.44799
O 4.57074 -0.34954 0.83618
O -3.04877 1.42851 0.19789
O -0.79718 -1.24766 1.23652
O 2.72375 -1.74571 0.45486
O 2.49290 -3.12583 2.72306
O -2.19275 -0.82396 -1.02628
```

=====

Entry from the Open Molecules 2025 dataset: a structure of composition InO4P (wB97M-V/def2-TZVPD).

Values from the calculation:
gap between HOMO and LUMO	5.831	eV
HOMO level	-0.3915	hartree
relative energy (zero: lowest compared OMol25 entry of this formula, charge and spin)	7.52	kcal per mole
LUMO	-0.1772	hartree

XYZ file:
```
6
InO4P | the Open Molecules 2025 dataset | wB97M-V/def2-TZVPD
In 1.17799 -2.33381 0.77150
P -0.25605 0.47589 -0.18885
O -1.74325 0.57470 -0.44061
O 0.34099 -0.61165 -1.07887
O 0.41736 1.83247 -0.31561
O 0.06295 0.06240 1.25244
```

=====

Entry from the Open Molecules 2025 dataset: an isolated molecule of N2 (wB97M-V/def2-TZVPD).

Values from the calculation:
SMILES	N#N
gap between HOMO and LUMO	9.435	eV
HOMO level	-0.4431	hartree
relative energy (zero: lowest compared OMol25 entry of this formula, charge and spin)	212.98	kcal per mole
LUMO	-0.0963	hartree

XYZ file:
```
2
N2 | the Open Molecules 2025 dataset | wB97M-V/def2-TZVPD
N 0.83384 0.17478 0.02737
N -0.83384 -0.17478 -0.02737
```

=====

Entry from the Open Molecules 2025 dataset: a cluster of 3 separate species, N2O4 in total (wB97M-V/def2-TZVPD).

Values from the calculation:
charge	-2
gap between HOMO and LUMO (spin up / spin down)	7.679 / 7.675	eV
HOMO level (spin up / spin down)	-0.0728 / -0.0728	hartree
relative energy (zero: lowest compared OMol25 entry of this formula, charge and spin)	46.52	kcal per mole
LUMO (spin up / spin down)	0.2094 / 0.2093	hartree

XYZ file:
```
6
N2O4 | the Open Molecules 2025 dataset | wB97M-V/def2-TZVPD
O 0.47581 -13.92364 -4.06376
O 1.22931 -11.28917 -4.65956
O -1.46754 13.43276 5.36301
O -0.46962 12.02965 4.03839
N -0.94083 13.18776 4.23713
N 1.17287 -13.43735 -4.91522
```

=====

Entry from the Open Molecules 2025 dataset: a structure of composition N2O6Pb (wB97M-V/def2-TZVPD).

Values from the calculation:
gap between HOMO and LUMO	5.474	eV
HOMO level	-0.3345	hartree
relative energy (zero: lowest compared OMol25 entry of this formula, charge and spin)	0.00	kcal per mole
LUMO	-0.1333	hartree

XYZ file:
```
9
N2O6Pb | the Open Molecules 2025 dataset | wB97M-V/def2-TZVPD
Pb -0.47667 -0.81259 -2.07339
O 0.67277 2.44509 -1.93486
O 0.72264 0.68119 -0.73365
O -0.58228 -2.47923 2.31672
O 1.45919 2.44743 0.02082
O -0.98275 -2.01911 0.27765
O -1.14096 -0.49172 1.74269
N 1.12997 1.84512 -1.02746
N -0.80191 -1.61618 1.41148
```

=====

Entry from the Open Molecules 2025 dataset: a structure of composition N2O6Rb (wB97M-V/def2-TZVPD).

Values from the calculation:
charge	-1
gap between HOMO and LUMO	7.660	eV
HOMO level	-0.2059	hartree
relative energy (zero: lowest compared OMol25 entry of this formula, charge and spin)	8.33	kcal per mole
LUMO	0.0756	hartree

XYZ file:
```
9
N2O6Rb | the Open Molecules 2025 dataset | wB97M-V/def2-TZVPD
Rb -10.13961 -4.71411 21.01385
O -14.35759 -6.31454 19.03754
O -8.68593 -2.16823 23.35670
O -7.25250 -1.35380 22.00664
O -13.52398 -4.59544 18.05242
O -7.77413 -3.44458 21.81858
O -12.33417 -5.69598 19.51734
N -13.36806 -5.59157 18.76849
N -7.89030 -2.38134 22.42244
```

=====

What did the eleventh record say?
Entry from the Open Molecules 2025 dataset: a structure of composition N2O6Pb (wB97M-V/def2-TZVPD).

Values from the calculation:
gap between HOMO and LUMO	5.474	eV
HOMO level	-0.3345	hartree
relative energy (zero: lowest compared OMol25 entry of this formula, charge and spin)	0.00	kcal per mole
LUMO	-0.1333	hartree

XYZ file:
```
9
N2O6Pb | the Open Molecules 2025 dataset | wB97M-V/def2-TZVPD
Pb -0.47667 -0.81259 -2.07339
O 0.67277 2.44509 -1.93486
O 0.72264 0.68119 -0.73365
O -0.58228 -2.47923 2.31672
O 1.45919 2.44743 0.02082
O -0.98275 -2.01911 0.27765
O -1.14096 -0.49172 1.74269
N 1.12997 1.84512 -1.02746
N -0.80191 -1.61618 1.41148
```